1.
ORCA calculation (wB97M-V/def2-TZVPD) on one molecule with the formula C3H8N2OS.

## Properties
* SMILES: NCCS/C=N\O
* E_HOMO: -8.74 eV
* molar mass: 120.18 g/mol
* total charge: 0

Bonds (Å) are listed after each position.
Atoms and positions in Å:
1 C 2.29 0.92 0.33  C2 1.775, H6 1.177, H7 1.219, N12 1.490
2 C 1.07 -0.34 0.08  C1 1.775, H8 1.183, H9 1.235, S15 1.881
3 C -1.63 -1.07 0.67  H10 1.047, N13 1.304, S15 1.740
4 H 1.32 2.92 0.27  N12 1.048
5 H 2.83 2.77 -0.39  N12 1.097
6 H 3.13 0.59 -0.42  C1 1.177
7 H 2.68 0.54 1.43  C1 1.219
8 H 1.45 -1.22 0.77  C2 1.183
9 H 0.93 -0.72 -1.08  C2 1.235
10 H -2.28 -1.19 1.48  C3 1.047
11 H -1.31 -2.07 -2.14  O14 1.155
12 N 1.88 2.22 -0.26  C1 1.490, H4 1.048, H5 1.097
13 N -1.96 -1.56 -0.49  C3 1.304, O14 1.465
14 O -1.21 -1.04 -1.64  H11 1.155, N13 1.465
15 S -0.56 0.31 0.75  C2 1.881, C3 1.740


2.
ORCA calculation (wB97M-V/def2-TZVPD) on a 2-piece molecular cluster, C7H10Cl2Si overall.

## Properties
* SMILES: C=[Si](Cl)CCl.C1=CCC=C1
* E_HOMO: -8.47 eV
* molar mass: 193.15 g/mol
* total charge: 0

Bonds (Å) are listed after each position.
Atoms and positions in Å:
1 C 1.69 1.26 -0.96  C2 1.403, C3 1.325, H11 1.080
2 C 0.70 0.31 -1.24  C1 1.403, C4 1.319, H12 1.059
3 C 2.78 0.66 -0.52  C1 1.325, C5 1.512, H13 1.057
4 C 1.17 -0.89 -0.96  C2 1.319, C5 1.448, H18 1.032
5 C 2.54 -0.83 -0.48  C3 1.512, C4 1.448, H14 1.023, H15 1.145
6 C -1.61 -1.63 1.66  Si8 1.768, H16 1.108, H17 1.108
7 C -2.31 1.16 0.09  Si8 1.929, Cl9 1.746, H19 1.019, H20 1.034
8 Si -2.61 -0.20 1.43  C6 1.768, C7 1.929, Cl10 2.035
9 Cl -3.51 0.95 -1.16  C7 1.746
10 Cl -4.38 0.21 2.35  Si8 2.035
11 H 1.59 2.31 -1.19  C1 1.080
12 H -0.26 0.49 -1.66  C2 1.059
13 H 3.61 1.18 -0.12  C3 1.057
14 H 3.33 -1.30 -0.92  C5 1.023
15 H 2.50 -1.16 0.62  C5 1.145
16 H -1.66 -2.55 2.28  C6 1.108
17 H -0.54 -1.40 1.48  C6 1.108
18 H 0.55 -1.69 -0.79  C4 1.032
19 H -1.41 1.00 -0.35  C7 1.019
20 H -2.17 2.12 0.45  C7 1.034